Entry 1:
ORCA calculation (wB97M-V/def2-TZVPD) on the molecule C6H7N3OS at a distorted geometry.

relative energy (zero: lowest compared OMol25 entry of this formula, charge and spin): 787.1 kJ/mol
2S+1: 1
LUMO energy (alpha / beta): -0.86 / -0.86 eV
electronic energy: -23680.177 eV

The geometry in XYZ format:
```
18
Properties=species:S:1:pos:R:3:mulliken_charge:R:1
C -2.5315 1.3512 0.1043 -0.385
C -1.3327 1.1779 -1.6806 0.215
C -1.6478 0.4080 0.4119 -0.141
C 0.6211 0.1858 2.5571 -0.552
C 0.1116 -0.5878 -0.4995 -0.139
C 2.2914 -1.4085 -0.1631 -0.905
N -2.3611 1.7818 -1.2110 -0.558
N -0.8276 0.3356 -0.7421 0.269
N 1.3821 -0.4135 -0.8501 -0.109
O -0.8727 -1.8165 1.8288 -0.639
S -0.4466 -0.4732 1.5662 0.745
H -3.4334 1.6482 0.6492 0.374
H -0.9074 1.3659 -2.7808 0.271
H 0.5177 1.2360 2.1242 0.222
H 1.6615 -2.0592 0.4442 0.355
H 2.9540 -1.9466 -0.7673 0.364
H 2.8955 -0.8684 0.5700 0.339
H 1.9258 0.0832 -1.5617 0.274
```


Entry 2:
ORCA calculation (wB97M-V/def2-TZVPD) on a structure of composition C6H7N3OS at a distorted geometry.

relative energy (zero: lowest compared OMol25 entry of this formula, charge and spin): 524.4 kJ/mol
2S+1: 1
LUMO energy (alpha / beta): -0.45 / -0.45 eV
electronic energy: -23682.899 eV

The geometry in XYZ format:
```
18
Properties=species:S:1:pos:R:3:mulliken_charge:R:1
C -1.1293 -2.4134 0.0663 -0.390
C -1.2465 -2.2201 1.4481 -0.276
C 0.0288 -0.5546 0.1765 0.307
C 0.8088 1.8510 1.7451 -0.040
C 0.8623 0.5551 -0.2518 0.991
C 1.1621 0.8272 -1.7033 -1.009
N -0.2771 -1.6119 -0.5780 -0.521
N 1.2951 1.4074 0.6470 -0.524
N -1.3111 1.2760 1.2170 -0.582
O -0.4649 1.8936 2.0586 -0.186
S -0.5004 -0.7345 1.8607 0.018
H -1.4399 -3.3393 -0.5889 0.306
H -1.5757 -2.7752 2.3102 0.407
H 1.5358 2.3221 2.3455 0.454
H 0.5793 1.7600 -1.8854 0.259
H 0.6988 -0.0242 -2.2911 0.314
H 2.2351 1.0828 -2.0588 0.290
H -2.3212 1.6079 1.5872 0.182
```


Entry 3:
ORCA calculation (wB97M-V/def2-TZVPD) on the ion C6H7N4O2S with charge +1 at a distorted geometry.

relative energy (zero: lowest compared OMol25 entry of this formula, charge and spin): 354.6 kJ/mol
2S+1: 1
LUMO energy (alpha / beta): -5.41 / -6.46 eV
SMILES string: [NH2+]=C1NN2CC=CN=C2C1=S(=O)=O
total charge: +1
electronic energy: -27214.604 eV

The geometry in XYZ format:
```
20
Properties=species:S:1:pos:R:3:mulliken_charge:R:1
N 0.7778 -1.7224 -2.7382 -0.455
C 0.1460 -1.1684 -1.6954 0.488
N 0.8003 -0.5834 -0.6833 -0.242
N -0.0913 -0.1797 0.2784 0.169
C 0.2068 0.8294 1.3337 -0.141
C -1.0696 1.4782 1.5803 -0.543
C -2.2818 1.0363 1.1563 -0.028
N -2.4796 0.0612 0.3065 -0.403
C -1.4043 -0.4226 -0.2073 0.157
C -1.2953 -1.0832 -1.4898 -0.084
S -2.3927 -2.3083 -2.3083 0.866
O -1.4798 -2.9553 -3.1891 -0.563
O -3.6493 -1.9116 -2.8466 -0.432
H 0.2571 -2.0617 -3.6373 0.289
H 1.7492 -1.5793 -2.9918 0.231
H 1.8186 -0.4556 -0.6024 0.264
H 1.1298 1.3323 0.9492 0.404
H 0.4207 0.4141 2.3922 0.254
H -0.9313 2.4151 2.1883 0.344
H -3.1952 1.4868 1.5586 0.424
```


Entry 4:
ORCA calculation (wB97M-V/def2-TZVPD) on the molecule C6H7N5O at a distorted geometry.

relative energy (zero: lowest compared OMol25 entry of this formula, charge and spin): 549.6 kJ/mol
2S+1: 1
LUMO energy: -0.48 eV
SMILES string: CCOc1ccc2nnnn2n1
electronic energy: -15827.472 eV

The geometry in XYZ format:
```
19
Properties=species:S:1:pos:R:3:mulliken_charge:R:1
C 2.4832 0.8256 2.1202 -1.149
C 1.3221 1.0102 1.4665 -0.088
O 1.1692 0.0480 0.4874 -0.226
C 0.2372 -0.0968 -0.2896 0.512
C -0.0201 -1.4336 -0.5531 -0.157
C -1.0091 -1.7843 -1.4625 -0.476
C -1.9116 -0.8272 -1.9528 0.429
N -3.0566 -0.8145 -2.4879 -0.411
N -3.6711 0.4379 -2.1307 -0.293
N -2.6908 1.1893 -1.5642 -0.406
N -1.6365 0.4834 -1.3397 0.981
N -0.6784 0.9257 -0.4543 -0.854
H 2.6072 0.0122 3.0674 0.237
H 3.2264 0.4045 1.4185 0.301
H 2.9795 1.7192 2.5953 0.327
H 0.3134 1.0946 1.8727 0.415
H 1.4973 1.8917 0.8734 0.222
H 0.3183 -2.3892 0.0405 0.249
H -1.4798 -2.6966 -1.7071 0.386
```


Entry 5:
ORCA calculation (wB97M-V/def2-TZVPD) on the molecule C6H7NO at a distorted geometry.

relative energy (zero: lowest compared OMol25 entry of this formula, charge and spin): 100.6 kJ/mol
2S+1: 1
LUMO energy: 0.28 eV
SMILES string: CC1=C/C(=C\O)N=C1
electronic energy: -9871.615 eV

The geometry in XYZ format:
```
15
Properties=species:S:1:pos:R:3:mulliken_charge:R:1
C -0.7534 2.3081 0.2997 -1.132
C -0.3576 0.9450 -0.0696 0.408
C 0.0063 -0.1207 0.6264 -0.526
C 0.3557 -1.1997 -0.2644 0.550
C 0.8273 -2.4513 -0.0425 -0.135
O 1.1566 -3.0004 1.1373 -0.502
N 0.0467 -0.7230 -1.6169 -0.612
C -0.2869 0.4853 -1.4527 -0.384
H -0.1790 3.0097 -0.3318 0.316
H -0.4317 2.6375 1.3411 0.293
H -1.7911 2.6096 0.0927 0.265
H -0.0040 -0.1981 1.6855 0.353
H 0.9724 -3.1415 -0.8594 0.408
H 0.9609 -2.2788 1.7829 0.303
H -0.5222 1.1183 -2.3283 0.397
```


Entry 6:
ORCA calculation (wB97M-V/def2-TZVPD) on the molecule C6H7NO at a distorted geometry.

relative energy (zero: lowest compared OMol25 entry of this formula, charge and spin): 407.9 kJ/mol
2S+1: 1
LUMO energy: 0.81 eV
SMILES string: C1=C[C@@H]2N[C@@H]2C=CO1
electronic energy: -9868.431 eV

The geometry in XYZ format:
```
15
Properties=species:S:1:pos:R:3:mulliken_charge:R:1
C 1.3930 -1.1462 -0.0683 -0.045
C 0.1241 -1.4103 -0.1756 -0.644
C -1.0880 -0.7569 0.5101 0.063
N -2.0916 -0.0908 -0.4005 -0.574
C -1.1614 0.7790 0.2673 -0.107
C 0.1314 1.4727 0.0086 -0.203
C 1.3723 1.1019 -0.2663 -0.341
O 2.0872 -0.0181 0.3332 -0.313
H 2.1609 -1.9670 -0.3613 0.289
H -0.0171 -2.4020 -0.4820 0.321
H -1.4970 -1.1748 1.4667 0.366
H -1.7521 -0.2863 -1.3364 0.353
H -1.5485 1.3462 1.1974 0.262
H -0.0795 2.4977 -0.3077 0.314
H 1.9663 2.0549 -0.3851 0.259
```